[1]
This record from the Open Molecules 2025 dataset describes one molecule with the formula C4H4BrFN4. The level of theory is wB97M-V/def2-TZVPD.

Maximum force (eV Å⁻¹): 0.216
Highest occupied orbital energy (eV): -9.888
Frontier orbital gap (eV): 8.7
Structure (SMILES): FCCc1nnc(Br)nn1
LUMO (eV): -1.152

Atoms and positions in Å:
1 F -2.3992 -0.3219 1.5246
2 C -1.1021 -0.7991 1.7045
3 C -0.5266 -1.2649 0.3698
4 C 0.1677 -0.1654 -0.3705
5 N -0.5205 0.5104 -1.2966
6 N 0.0918 1.4743 -1.9341
7 C 1.3609 1.6940 -1.6057
8 Br 2.2281 3.1013 -2.4859
9 N 2.0682 1.0293 -0.6990
10 N 1.4476 0.0671 -0.0655
11 H -1.1472 -1.6214 2.4208
12 H -0.5110 0.0154 2.1330
13 H -1.3446 -1.6481 -0.2426
14 H 0.1870 -2.0710 0.5472

These are the natural (NBO) partial charges, in e, on atoms 1 to 6: -0.364, 0.067, -0.493, 0.323, -0.167, -0.188

[2]
This record from the Open Molecules 2025 dataset describes C33H38AsN9O6S6Ta as an isolated structure at a distorted geometry. The level of theory is wB97M-V/def2-TZVPD.

Multiplicity: 2
Maximum force (eV Å⁻¹): 3.494
ΔE to the lowest compared entry with this formula, charge and spin (kcal per mole): 107.1
Highest occupied orbital energy (spin up / spin down) (eV): -6.223 / -6.224
Frontier orbital gap (spin up / spin down) (eV): 4.7 / 4.6
LUMO (spin up / spin down) (eV): -1.524 / -1.657

Atoms and positions in Å:
1 Ta 0.0629 0.3331 0.0553
2 S -1.3016 -4.6535 -2.9179
3 As -1.8611 -4.1277 -0.9931
4 S 0.1483 -1.4819 -1.5039
5 S -1.6850 -1.3757 -0.7035
6 S -0.6012 -5.1501 0.3995
7 C -4.1970 -0.0049 3.6534
8 C -3.1501 0.6677 4.5390
9 C -2.3725 1.7729 3.7841
10 C -1.5491 2.6262 4.7709
11 C -0.8049 3.7547 4.0673
12 C -3.4000 2.6870 3.1431
13 O -4.2283 3.2883 3.7858
14 N -3.3595 2.7903 1.7871
15 C -2.4294 2.1741 0.9222
16 O -3.0231 1.7227 -0.2811
17 N -1.6255 1.1945 1.4897
18 C -1.4205 1.0955 2.7940
19 O -0.4952 0.3935 3.2026
20 H -4.5586 -0.9237 4.1130
21 H -3.7867 -0.2309 2.6716
22 H -5.0477 0.6577 3.5175
23 H -2.4236 -0.0587 4.9117
24 H -3.6487 1.1123 5.4016
25 H -0.8302 1.9787 5.2755
26 H -2.2345 3.0414 5.5119
27 H -0.1169 3.3431 3.3331
28 H -0.2405 4.3407 4.7900
29 H -1.4916 4.4206 3.5486
30 H -4.0362 3.4093 1.3556
31 C 3.5181 -1.3410 -4.1653
32 N 3.1373 -0.0628 -3.6109
33 C 3.0891 1.0509 -4.3563
34 C 2.6446 2.2207 -3.8381
35 C 2.1400 2.1927 -2.5069
36 N 2.2015 1.0985 -1.7674
37 C 2.7011 -0.0510 -2.2756
38 O 2.8012 -1.0661 -1.6102
39 N 1.6502 3.3118 -1.9510
40 H 4.0680 -1.1996 -5.0941
41 H 2.6266 -1.9428 -4.3530
42 H 4.1323 -1.8674 -3.4350
43 H 3.4341 0.9655 -5.3776
44 H 2.6027 3.1232 -4.4222
45 H 1.4236 4.0924 -2.5421
46 H 1.1854 3.2259 -1.0595
47 S 4.6927 -0.7487 2.4151
48 C 3.3486 -0.0262 1.5948
49 N 2.5290 -0.8237 1.0172
50 C 2.9363 -2.1295 1.1303
51 C 2.3330 -3.2461 0.5586
52 C 2.8114 -4.4975 0.8774
53 C 3.8989 -4.6616 1.7338
54 C 4.5765 -3.5680 2.2348
55 C 4.0946 -2.3063 1.9190
56 H 3.2341 1.0390 1.5908
57 H 1.5253 -3.1148 -0.1428
58 H 2.3228 -5.3628 0.4606
59 H 4.2227 -5.6576 1.9978
60 H 5.4531 -3.6806 2.8526
61 N -1.1683 -3.9700 4.1744
62 C 0.2557 -3.7899 3.7823
63 C 0.4197 -2.3793 3.2080
64 N -0.4221 -2.1980 2.0469
65 C -1.8095 -2.3981 2.4177
66 C -2.0581 -3.7929 2.9954
67 H -1.4030 -3.2423 4.8607
68 H -1.3157 -4.8950 4.5878
69 H 0.4815 -4.5105 2.9928
70 H 0.8901 -3.9603 4.6527
71 H 1.4593 -2.2298 2.9275
72 H 0.1573 -1.6102 3.9394
73 H -0.1659 -2.8857 1.3309
74 H -2.4439 -2.2676 1.5390
75 H -2.0700 -1.6247 3.1432
76 H -1.7716 -4.5459 2.2404
77 H -3.0986 -3.9264 3.2901
78 S 1.6624 3.2078 1.4508
79 C 1.0341 1.8963 0.8830
80 O -0.0668 1.0887 -3.4868
81 C -0.8595 1.7183 -2.8073
82 N -0.9737 1.6287 -1.4670
83 C -2.0059 2.4603 -0.9808
84 O -1.6180 3.1433 0.2092
85 C -2.4903 3.2516 -2.1597
86 C -3.4344 4.2470 -2.2582
87 C -3.7241 4.7232 -3.5327
88 C -3.0854 4.2171 -4.6544
89 C -2.1178 3.2278 -4.5447
90 C -1.8324 2.7503 -3.2803
91 H -3.9323 4.6368 -1.3829
92 H -4.4689 5.4947 -3.6523
93 H -3.3426 4.6019 -5.6303
94 H -1.6072 2.8330 -5.4085

These are the Mulliken partial charges, in e, on atoms 1 to 6: 0.744, -0.423, 0.364, -0.080, -0.483, -0.498

[3]
This record from the Open Molecules 2025 dataset describes a 3-piece molecular cluster, C14H14ClF16O8P overall at a distorted geometry. The level of theory is wB97M-V/def2-TZVPD.

Maximum force (eV Å⁻¹): 5.850
Highest occupied orbital energy (eV): -10.986
Frontier orbital gap (eV): 11.0
Structure (SMILES): O=C1O[C@H](Cl)[C@@H](CP(=O)(O)O)O1.FC(F)C(F)(F)COC(F)(F)C(F)F.FC(F)C(F)(F)COC(F)(F)C(F)F
LUMO (eV): 0.008

Atoms and positions in Å:
1 O -3.3165 -2.4110 -0.0310
2 C -3.1103 -1.4423 -0.5787
3 O -1.9426 -1.0734 -1.2612
4 C -2.4854 -0.6552 -2.5260
5 Cl -1.3255 0.3842 -3.3974
6 C -3.9044 -0.0746 -2.1802
7 C -5.0873 -0.8410 -2.8248
8 P -6.7523 -0.4709 -2.1201
9 O -7.6366 0.0584 -3.1586
10 O -7.3428 -1.9024 -1.5894
11 O -6.7373 0.5026 -0.8138
12 O -3.9473 -0.3640 -0.7701
13 H -2.4700 -1.5981 -3.1072
14 H -3.9424 1.0082 -2.3860
15 H -4.8794 -1.9276 -2.6996
16 H -5.1340 -0.6860 -3.9204
17 H -8.0157 -1.7250 -0.9108
18 H -6.0817 1.2115 -0.8807
19 C 1.9903 -0.8063 -0.9507
20 C 2.2607 -1.3622 -2.3596
21 C 1.7415 -2.7719 -2.6387
22 F 2.3105 -3.6910 -1.8322
23 F 2.0398 -3.1301 -3.9126
24 F 3.5829 -1.2731 -2.6264
25 F 1.6409 -0.5224 -3.2359
26 O 3.0560 -0.9005 -0.0077
27 C 3.2028 -2.0845 0.7042
28 C 4.5277 -2.7838 0.3953
29 F 4.6270 -3.0816 -0.9151
30 F 4.6105 -3.9479 1.0802
31 F 2.1395 -2.8830 0.5080
32 F 3.1858 -1.7436 2.0160
33 H 1.8439 0.2634 -1.0758
34 H 1.0473 -1.1685 -0.5369
35 H 0.6552 -2.8221 -2.5183
36 H 5.3739 -2.1500 0.6701
37 C 1.9339 1.3832 2.3045
38 C 2.1994 2.5270 1.3095
39 C 3.3950 3.4259 1.6200
40 F 3.2520 4.0682 2.7969
41 F 3.5149 4.3801 0.6637
42 F 1.0718 3.2569 1.1610
43 F 2.4372 1.9464 0.0947
44 O 0.9354 1.6095 3.2917
45 C 1.3044 2.2706 4.4571
46 C 0.5805 3.6084 4.6138
47 F 0.8437 4.4294 3.5760
48 F 0.9974 4.2354 5.7382
49 F 2.6432 2.3979 4.5190
50 F 0.9513 1.4635 5.4810
51 H 1.5359 0.5601 1.7120
52 H 2.8543 0.9927 2.7394
53 H 4.3250 2.8507 1.6429
54 H -0.5000 3.4599 4.6709

These are the natural (NBO) partial charges, in e, on atoms 1 to 6: -0.479, 0.978, -0.526, 0.053, 0.000, 0.050

[4]
This record from the Open Molecules 2025 dataset describes a 2-piece molecular cluster, C4H9NO overall at a distorted geometry. The level of theory is wB97M-V/def2-TZVPD.

Multiplicity: 2
Maximum force (eV Å⁻¹): 1.178
ΔE to the lowest compared entry with this formula, charge and spin (kcal per mole): 5.6
Highest occupied orbital energy (spin up / spin down) (eV): -13.685 / -14.360
Net charge: +1
Frontier orbital gap (spin up / spin down) (eV): 9.4 / 7.5
LUMO (spin up / spin down) (eV): -4.321 / -6.864

Atoms and positions in Å:
1 N -0.3210 -1.8982 -0.6925
2 C 0.4444 -0.9386 -1.1560
3 C 0.1426 0.4245 -1.0031
4 C -1.1214 0.9274 -0.6565
5 C -1.3763 2.2533 -0.5388
6 H -0.2818 -2.8367 -1.0717
7 H -1.2377 -1.6282 -0.3535
8 H 1.3987 -1.2417 -1.5564
9 H 0.8075 1.1332 -1.4677
10 H -1.9475 0.2550 -0.4792
11 H -0.5934 2.9882 -0.6856
12 H -2.3755 2.6535 -0.4522
13 H 2.4468 -0.0104 2.6338
14 H 1.6791 -0.6638 3.8617
15 O 1.6313 -0.4196 2.9257

These are the natural (NBO) partial charges, in e, on atoms 1 to 6: -0.611, 0.173, -0.152, -0.247, -0.140, 0.436